Density functional theory data (ωB97M-V/def2-TZVPD) for C35H32AsBaCl5N5O2S2 as an isolated structure in a non-equilibrium geometry.

The geometry in XYZ format:
```
83
Properties=species:S:1:pos:R:3
Ba -1.5255 -0.0700 0.1435
N 2.8141 5.7564 -2.3782
C 1.6061 5.0945 -2.3075
C 0.8320 4.8839 -3.4652
C -0.3507 4.1840 -3.5122
C -0.8506 3.6573 -2.3454
C -0.1661 3.9256 -1.1921
C 1.0486 4.5558 -1.1427
S -2.3712 2.7347 -2.3112
O -2.9499 2.9612 -1.0009
O -3.2021 3.0234 -3.4407
N -1.8478 1.2188 -2.2856
C -1.2204 0.4972 -3.2166
N -1.0235 0.8327 -4.4898
C -0.6002 -0.1067 -5.3302
C -0.3732 -1.4295 -4.9370
C -0.5440 -1.6945 -3.5662
N -0.8418 -0.7357 -2.7173
H 3.2404 5.6754 -3.2701
H 3.5363 5.4884 -1.6658
H 1.3223 5.2362 -4.3929
H -0.8343 3.9233 -4.4040
H -0.7013 3.5723 -0.2942
H 1.6854 4.4602 -0.2912
H -0.5917 0.2933 -6.3505
H -0.0764 -2.1325 -5.7143
H -0.3724 -2.6761 -3.1457
S -2.1978 -3.8116 3.3895
C -0.9158 -2.8675 4.0020
C -0.3247 -2.8057 5.2983
C 0.6548 -1.8263 5.5398
C 1.1098 -0.9917 4.5383
C 0.6889 -1.2654 3.2357
C -0.3641 -2.0739 2.9846
N -0.9976 -2.2746 1.7846
C -1.9885 -3.0904 1.8332
C -2.9202 -3.3652 0.6708
C -3.7573 -4.4698 0.6495
C -4.6220 -4.7339 -0.4086
C -4.7745 -3.7108 -1.3073
C -3.9651 -2.5980 -1.2593
C -2.9628 -2.3992 -0.3237
H -0.6222 -3.4646 6.1433
H 1.0711 -1.6384 6.4994
H 1.8455 -0.1735 4.8091
H 1.2059 -0.8686 2.3472
H -3.6370 -5.1502 1.5333
H -5.2788 -5.5778 -0.4390
H -5.4292 -3.7414 -2.1357
H -4.0452 -1.8121 -2.0101
Cl 1.1011 2.6297 2.6999
C -0.5156 2.4964 3.3059
C -1.3304 1.6576 2.6008
C -2.4465 1.2999 3.3615
Cl -3.5391 0.0089 2.7623
C -2.7867 1.7899 4.6257
Cl -4.1446 1.2208 5.5025
C -2.0108 2.6975 5.2867
Cl -2.3112 3.1817 6.8961
C -0.7998 2.9973 4.6083
Cl 0.3215 4.0587 5.4758
C 4.2782 0.1892 1.4153
C 3.6870 -0.9991 0.7462
As 2.1190 -0.7008 -0.3554
C 3.0806 0.2738 -1.7862
C 2.4244 0.4782 -3.1092
C 2.3611 -2.4408 -1.2248
C 1.7495 -3.4783 -0.2893
H 4.6299 -0.0740 2.4405
H 3.5182 0.9493 1.4642
H 5.1424 0.5132 0.8872
H 3.3068 -1.8130 1.4305
H 4.4074 -1.4748 0.0704
H 4.1508 -0.2724 -1.9329
H 3.4542 1.1007 -1.2216
H 1.4279 0.8293 -3.0789
H 2.3900 -0.4737 -3.7095
H 3.0444 1.2212 -3.5772
H 3.4740 -2.5065 -1.2990
H 1.8500 -2.5292 -2.2163
H 2.1811 -3.4314 0.7160
H 1.7542 -4.5156 -0.6080
H 0.6162 -3.3029 -0.2383
```

The value obtained for the energy above the lowest of the compared OMol25 structures with the same formula, charge and spin is 0.132 eV. The calculation puts the highest occupied orbital energy at -4.92 eV. Its total charge is -1. As for the LUMO energy: 0.08003 Eh. The maximum force is 3.70 eV Å⁻¹. The frontier orbital gap comes out at 7.101 eV. As for the spin multiplicity: 1.

Density functional theory data (ωB97M-V/def2-TZVPD) for a single C3H5N3O molecule in a non-equilibrium geometry.

The geometry in XYZ format:
```
12
Properties=species:S:1:pos:R:3
C -2.0797 0.2268 0.0113
O -1.0816 -0.8113 -0.0083
C 0.1633 -0.3311 -0.0494
N 0.5878 0.8975 -0.0329
C 1.9509 0.7722 0.0098
N 2.3995 -0.4696 0.0246
N 1.2280 -1.1947 -0.0047
H -3.0325 -0.2639 0.0713
H -1.9645 0.8600 -0.8574
H -1.9464 0.8570 0.8858
H 2.6042 1.6499 -0.0106
H 1.1709 -2.1927 -0.0394
```

The value obtained for the energy above the lowest of the compared OMol25 structures with the same formula, charge and spin is 1.324 eV. The calculation puts the highest occupied orbital energy at -9.34 eV. Its total charge is 0. As for the LUMO energy: 0.03219 Eh. The maximum force is 1.76 eV Å⁻¹. As for the SMILES: COc1ncn[nH]1. The frontier orbital gap comes out at 10.218 eV. As for the spin multiplicity: 1.

Density functional theory data (ωB97M-V/def2-TZVPD) for a single C2H6O molecule in a non-equilibrium geometry.

The geometry in XYZ format:
```
9
Properties=species:S:1:pos:R:3
C 0.8369 -0.2815 0.1188
C -0.4494 0.6330 0.0622
O -1.6285 -0.2918 0.1267
H 1.8414 0.1751 -0.6145
H 0.4917 -1.3991 -0.2829
H 1.1495 -0.4222 1.1727
H -0.5413 1.4301 0.7845
H -0.3448 1.2463 -0.9268
H -1.3556 -1.0899 -0.4407
```

The value obtained for the energy above the lowest of the compared OMol25 structures with the same formula, charge and spin is 1.488 eV. The calculation puts the highest occupied orbital energy at -10.29 eV. Its total charge is 0. As for the LUMO energy: 0.03663 Eh. The maximum force is 4.32 eV Å⁻¹. As for the SMILES: CCO. The frontier orbital gap comes out at 11.288 eV. As for the spin multiplicity: 1.

Density functional theory data (ωB97M-V/def2-TZVPD) for a single C18H31NO4 molecule.

The geometry in XYZ format:
```
54
Properties=species:S:1:pos:R:3
C 3.2977 -4.7298 5.5444
C 2.5326 -3.8462 4.5608
C 3.5122 -3.0091 3.7272
N 1.6486 -4.7048 3.7913
C 0.7029 -4.0639 2.9037
C 1.1603 -3.9901 1.4358
O 1.3892 -5.2764 0.9094
C 0.1356 -3.2219 0.5864
O 0.1046 -1.8950 1.0568
C -0.7203 -0.9981 0.4447
C -0.7106 0.2933 0.9751
C -1.5087 1.2753 0.4326
C -2.3296 1.0027 -0.6576
C -3.1917 2.0967 -1.2396
O -2.5450 3.3495 -1.3035
C -1.4801 3.3827 -2.2278
C -0.7999 4.7503 -2.1044
O 0.3432 4.8626 -2.9159
C 0.2153 5.6342 -4.1004
C -0.6592 4.9635 -5.1618
C 1.6336 5.8463 -4.6213
C -2.3313 -0.2778 -1.1844
C -1.5422 -1.2784 -0.6396
H 3.9809 -5.3853 5.0085
H 2.6012 -5.3434 6.1088
H 3.8725 -4.1202 6.2363
H 1.8848 -3.1658 5.1283
H 2.9807 -2.2875 3.1112
H 4.1062 -3.6553 3.0827
H 4.1864 -2.4639 4.3836
H 2.1888 -5.3909 3.2715
H -0.2307 -4.6470 2.9316
H 0.4817 -3.0572 3.2608
H 2.1220 -3.4760 1.3607
H 0.6044 -5.8171 1.0621
H 0.4446 -3.2598 -0.4671
H -0.8558 -3.6909 0.6830
H -0.0665 0.4977 1.8156
H -1.4985 2.2743 0.8420
H -3.5482 1.8001 -2.2385
H -4.0625 2.2656 -0.5966
H -1.8614 3.2201 -3.2470
H -0.7447 2.5959 -2.0098
H -0.4709 4.8664 -1.0656
H -1.5267 5.5416 -2.3224
H -0.2285 6.6117 -3.8424
H -0.6349 5.5485 -6.0777
H -0.2843 3.9644 -5.3705
H -1.6916 4.8923 -4.8285
H 2.0721 4.8874 -4.8829
H 1.6222 6.4881 -5.4974
H 2.2445 6.3047 -3.8490
H -2.9594 -0.5082 -2.0334
H -1.5727 -2.2648 -1.0750
```

The value obtained for the energy above the lowest of the compared OMol25 structures with the same formula, charge and spin is 0.151 eV. The calculation puts the highest occupied orbital energy at -8.54 eV. Its total charge is 0. As for the LUMO energy: 0.02750 Eh. The maximum force is 0.84 eV Å⁻¹. As for the SMILES: CC(C)NC[C@@H](O)COc1ccc(COCCOC(C)C)cc1. The frontier orbital gap comes out at 9.290 eV. As for the spin multiplicity: 1.